Entry 1:
Here is a cluster of 2 separate species, C4H8N4 in total at a distorted geometry from the OMol25 dataset. Energies are from the ωB97M-V functional and the def2-TZVPD basis.

Calculated values
Max |F| = 1.27 eV Å⁻¹
E = -10234.77850 eV
Relative energy (zero: lowest compared OMol25 entry of this formula, charge and spin) = 79.9 kcal per mole
Structure (SMILES) = CC#CN.N#CNN
Frontier orbital gap = 9.577 eV
LUMO energy = 0.021 Eh

Last column: Löwdin charge in e.
Geometry (Å):
C: -3.33524 0.75466 -1.09830  -0.12
C: -2.27920 -0.00096 -0.45892  -0.10
C: -1.39448 -0.61521 0.06630  -0.16
N: -0.34054 -1.26271 0.63603  0.03
H: -3.24753 1.80948 -0.83884  0.08
H: -4.31260 0.39153 -0.77938  0.07
H: -3.25668 0.65220 -2.18021  0.08
H: -0.42696 -1.31595 1.64624  0.11
H: -0.19949 -2.18592 0.23791  0.11
N: 3.70325 -0.60978 -1.48754  0.11
C: 2.94510 -0.26063 -0.69640  -0.37
N: 2.10853 0.19419 0.20664  -0.10
N: 2.57890 0.76372 1.41763  0.02
H: 1.19013 -0.25848 0.29604  0.07
H: 3.36346 0.23104 1.79440  0.08
H: 2.90334 1.71282 1.23840  0.08

Forces on the atoms, in the same order (eV/Å):
C -0.23 0.09 -0.06
C 0.48 -0.28 0.25
C -0.43 0.27 -0.25
N 0.03 -0.37 0.24
H -0.08 0.03 -0.08
H -0.05 0.09 -0.08
H -0.08 0.07 -0.02
H 0.08 -0.09 -0.12
H 0.02 0.07 0.15
N 0.48 -0.32 -0.54
C 0.31 0.08 -0.08
N -0.89 0.39 0.82
N 0.28 0.09 0.00
H 0.40 0.10 -0.01
H -0.21 0.05 -0.19
H -0.11 -0.26 -0.04

Entry 2:
Here is a cluster of 2 separate species, C3H7O3 in total from the OMol25 dataset. Energies are from the ωB97M-V functional and the def2-TZVPD basis.

Calculated values
Max |F| = 0.53 eV Å⁻¹
E = -9368.55936 eV
Total charge = -1
Relative energy (zero: lowest compared OMol25 entry of this formula, charge and spin) = 13.8 kcal per mole
Frontier orbital gap = 8.738 eV
LUMO energy = 0.160 Eh

Last column: Löwdin charge in e.
Geometry (Å):
O: -0.15120 0.16823 1.26352  -0.07
C: -0.80134 -0.55264 0.49076  -0.78
O: -0.40384 -1.09438 -0.57269  -0.10
C: -2.27934 -0.80829 0.87045  -0.05
H: 0.47110 0.41246 -1.27946  0.02
H: -2.66184 -1.71334 0.40728  0.05
H: -2.87184 0.04416 0.55225  0.05
H: -2.37907 -0.88927 1.95271  0.05
C: 2.24986 0.87805 -0.69686  -0.22
O: 1.16424 1.03425 -1.57493  -0.16
H: 2.43471 -0.17639 -0.45047  0.07
H: 3.14081 1.28547 -1.19998  0.06
H: 2.08776 1.41169 0.23742  0.06

Forces on the atoms, in the same order (eV/Å):
O 0.15 0.25 0.20
C -0.38 -0.31 0.20
O 0.06 0.18 -0.33
C 0.23 -0.13 0.23
H 0.08 -0.30 0.11
H -0.05 -0.04 -0.17
H -0.14 0.14 -0.13
H 0.02 0.05 0.06
C 0.27 -0.05 -0.22
O -0.06 0.10 -0.24
H -0.07 0.14 -0.04
H -0.12 -0.07 0.13
H 0.00 0.05 0.20

Entry 3:
Here is the molecule C2H5N5O at a distorted geometry from the OMol25 dataset. Energies are from the ωB97M-V functional and the def2-TZVPD basis.

Calculated values
Max |F| = 8.74 eV Å⁻¹
E = -11646.06010 eV
Relative energy (zero: lowest compared OMol25 entry of this formula, charge and spin) = 149.5 kcal per mole
Structure (SMILES) = NNC1=NN=CNO1
Frontier orbital gap = 9.123 eV
LUMO energy = 0.028 Eh

Last column: Löwdin charge in e.
Geometry (Å):
N: -2.71485 0.23116 0.15832  -0.02
N: -1.45728 -0.36300 -0.09732  -0.06
C: -0.13841 -0.05615 -0.10912  -0.57
N: 0.28219 1.19141 0.14918  0.04
N: 1.60937 1.38598 -0.29253  0.06
C: 2.21522 0.26426 0.02820  -0.17
N: 1.55785 -0.91431 0.60143  0.15
O: 0.63057 -0.95979 -0.55773  0.02
H: -2.71120 0.62745 1.10471  0.07
H: -3.07155 1.11359 -0.55062  0.17
H: -1.51879 -1.27687 -0.77964  0.21
H: 3.20895 0.35596 -0.00896  0.07
H: 2.10793 -1.59969 0.35408  0.05

Forces on the atoms, in the same order (eV/Å):
N -0.35 3.07 -1.72
N -1.24 -4.78 -2.88
C -3.41 7.99 0.96
N -1.45 -1.16 -1.41
N -0.55 -3.92 2.63
C -1.60 2.79 0.51
N -2.03 5.92 -0.84
O 0.98 -3.83 -0.20
H 0.19 -0.21 -0.54
H 2.02 -3.00 2.27
H -0.45 2.80 2.67
H 3.99 -0.63 -0.24
H 3.91 -5.06 -1.21

Entry 4:
Here is the molecule C3H3NO2 at a distorted geometry from the OMol25 dataset. Energies are from the ωB97M-V functional and the def2-TZVPD basis.

Calculated values
Max |F| = 2.73 eV Å⁻¹
E = -8740.99824 eV
Relative energy (zero: lowest compared OMol25 entry of this formula, charge and spin) = 95.3 kcal per mole
Frontier orbital gap (alpha / beta) = 8.352 / 8.353 eV
LUMO energy (alpha / beta) = -0.016 / -0.016 Eh

Last column: Löwdin charge in e.
Geometry (Å):
O: -0.83625 -1.51343 0.11982  0.04
C: -0.10056 -0.37723 0.02970  -0.35
C: 1.07823 -0.13547 0.66706  -0.14
O: 1.51138 1.08232 0.53478  -0.02
C: -0.54643 0.82374 -0.58651  -0.16
N: 0.25926 1.81821 -0.63086  0.23
H: -1.17909 -1.71674 -0.75738  0.11
H: -1.61943 0.90652 -0.76663  0.15
H: 1.60967 -0.93775 1.19585  0.15

Forces on the atoms, in the same order (eV/Å):
O -0.41 -0.42 -0.12
C 0.08 0.04 0.47
C -0.44 -0.01 -0.56
O -1.15 0.62 -1.82
C 0.23 0.01 0.63
N 1.19 -1.10 2.19
H 0.04 -0.22 0.10
H 0.31 0.36 -0.84
H 0.16 0.73 -0.06

Entry 5:
Here is a cluster of 3 separate species, HN3O4S in total at a distorted geometry from the OMol25 dataset. Energies are from the ωB97M-V functional and the def2-TZVPD basis.

Calculated values
Max |F| = 4.83 eV Å⁻¹
E = -23506.13573 eV
Spin multiplicity = 3
Relative energy (zero: lowest compared OMol25 entry of this formula, charge and spin) = 0.0 kcal per mole
Frontier orbital gap (alpha / beta) = 6.417 / 9.958 eV
LUMO energy (alpha / beta) = -0.051 / -0.067 Eh

Last column: Mulliken spin population.
Geometry (Å):
N: 0.84449 1.37253 3.53823  0.00
N: 1.73301 0.85159 3.92230  0.00
N: 0.21140 -1.78808 -1.12308  1.04
O: -0.84789 -1.87310 -0.50877  0.77
O: 0.87440 -0.69072 -1.24180  0.13
O: -0.41051 0.80470 0.62557  0.01
O: -1.99854 1.62555 2.28783  0.00
S: -0.94535 0.69674 1.95176  0.01
H: 0.61748 0.22540 -1.06157  0.04

Forces on the atoms, in the same order (eV/Å):
N 2.02 -0.34 1.13
N -1.15 0.70 -0.46
N -1.58 -0.95 0.17
O -0.92 -0.33 0.57
O 4.29 1.71 -1.38
O 0.22 0.19 0.17
O 0.87 -0.73 -0.04
S -2.04 0.35 -0.71
H -1.72 -0.62 0.56

Copy entry 4 word for word.
Here is the molecule C3H3NO2 at a distorted geometry from the OMol25 dataset. Energies are from the ωB97M-V functional and the def2-TZVPD basis.

Calculated values
Max |F| = 2.73 eV Å⁻¹
E = -8740.99824 eV
Relative energy (zero: lowest compared OMol25 entry of this formula, charge and spin) = 95.3 kcal per mole
Frontier orbital gap (alpha / beta) = 8.352 / 8.353 eV
LUMO energy (alpha / beta) = -0.016 / -0.016 Eh

Last column: Löwdin charge in e.
Geometry (Å):
O: -0.83625 -1.51343 0.11982  0.04
C: -0.10056 -0.37723 0.02970  -0.35
C: 1.07823 -0.13547 0.66706  -0.14
O: 1.51138 1.08232 0.53478  -0.02
C: -0.54643 0.82374 -0.58651  -0.16
N: 0.25926 1.81821 -0.63086  0.23
H: -1.17909 -1.71674 -0.75738  0.11
H: -1.61943 0.90652 -0.76663  0.15
H: 1.60967 -0.93775 1.19585  0.15

Forces on the atoms, in the same order (eV/Å):
O -0.41 -0.42 -0.12
C 0.08 0.04 0.47
C -0.44 -0.01 -0.56
O -1.15 0.62 -1.82
C 0.23 0.01 0.63
N 1.19 -1.10 2.19
H 0.04 -0.22 0.10
H 0.31 0.36 -0.84
H 0.16 0.73 -0.06

Q: Number 4 is which compound?
A: C3H3NO2